{"formula": "C4H12", "method": "ωB97M-V/def2-TZVPD", "gap_ev": 11.834, "total_energy_ha": -159.5285, "e_lumo_ha": 0.0396, "smiles": "CC.CC", "spin_multiplicity": 1, "relative_energy_kcal_mol": 35.45, "homo_energy_ev": -10.76, "species": ["C", "C", "H", "H", "H", "H", "H", "H", "C", "C", "H", "H", "H", "H", "H", "H"], "coordinates": [[-1.635, -0.445, 0.448], [-2.937, -1.226, 0.998], [-0.781, -1.067, 0.521], [-1.710, -0.057, -0.564], [-1.431, 0.467, 1.049], [-3.592, -0.559, 1.721], [-3.718, -1.366, 0.180], [-2.719, -2.130, 1.530], [2.185, 0.718, -1.460], [2.537, 0.857, -0.006], [3.094, 0.754, -2.081], [1.598, -0.175, -1.692], [1.388, 1.550, -1.824], [1.472, 0.753, 0.433], [2.830, 1.844, 0.568], [3.418, 0.083, 0.180]], "mulliken_charge": [-0.794, -0.824, 0.259, 0.335, 0.275, 0.217, 0.236, 0.291, -0.798, -0.498, 0.292, 0.261, 0.231, 0.051, 0.261, 0.206]}